# 1
{
  "formula": "C5H3NO",
  "method": "the ωB97M-V functional and the def2-TZVPD basis",
  "species": ["C", "C", "C", "C", "N", "O", "C", "H", "H", "H"],
  "positions_angstrom": [[2.5421, 0.5205, 0.1341], [1.3403, 0.4532, 0.2380], [-0.0259, 0.1459, 0.1785], [-0.5901, -1.1616, 0.0750], [-1.8798, -1.1058, -0.0885], [-2.2017, 0.2377, -0.1022], [-1.0946, 0.9623, 0.0338], [3.1611, 0.0262, -0.5697], [-0.0772, -2.1172, 0.0899], [-1.1744, 2.0387, 0.0111]],
  "e_tot_ev": -8766.870,
  "total_charge": 0,
  "smiles": "C#Cc1cnoc1",
  "de_lowest_kj_mol": 302.6,
  "max_force_ev_per_a": 1.5,
  "homo_energy_ev": -9.6,
  "homo_lumo_gap_ev": 10.0778
}


# 2
{
  "formula": "C5H3NO",
  "method": "the ωB97M-V functional and the def2-TZVPD basis",
  "species": ["O", "C", "C", "C", "C", "C", "N", "H", "H", "H"],
  "positions_angstrom": [[0.2613, 0.7080, 0.9695], [-0.4766, 0.4693, -0.0839], [0.0728, -0.6403, -0.7866], [1.3642, -1.0433, -0.1134], [1.3138, -0.1899, 0.9722], [-1.6238, 1.2755, -0.3176], [-2.5692, 1.9049, -0.5471], [-0.2229, -0.9070, -1.7966], [-0.1060, -1.5553, -0.0985], [1.9863, -0.0220, 1.8019]],
  "e_tot_ev": -8765.868,
  "total_charge": 0,
  "de_lowest_kj_mol": 399.3,
  "max_force_ev_per_a": 1.2,
  "homo_energy_ev": -9.2,
  "homo_lumo_gap_ev": 7.9183
}


# 3
{
  "formula": "C5H3NO",
  "method": "the ωB97M-V functional and the def2-TZVPD basis",
  "species": ["C", "C", "C", "C", "O", "C", "N", "H", "H", "H"],
  "positions_angstrom": [[-0.3207, 2.2502, -0.2946], [0.2272, 1.1805, -0.3386], [0.8492, -0.1422, -0.3301], [0.1325, -1.0000, 0.6948], [0.5364, -1.2172, 1.8083], [-1.1549, -1.5611, 0.2449], [-2.1346, -2.0100, -0.1740], [-0.8139, 3.1953, -0.2385], [0.7727, -0.6054, -1.3190], [1.9060, -0.0901, -0.0534]],
  "e_tot_ev": -8768.198,
  "total_charge": 0,
  "smiles": "C#CCC(=O)C#N",
  "de_lowest_kj_mol": 174.5,
  "max_force_ev_per_a": 1.2,
  "homo_energy_ev": -10.8,
  "homo_lumo_gap_ev": 10.1580
}


# 4
{
  "formula": "C5H3NO",
  "method": "the ωB97M-V functional and the def2-TZVPD basis",
  "species": ["O", "C", "C", "C", "C", "C", "N", "H", "H", "H"],
  "positions_angstrom": [[-0.7314, 1.8925, 1.7661], [-0.0658, 1.0709, 1.2634], [-0.6165, 0.1878, -0.2690], [0.5990, -0.6716, -0.3477], [0.2059, -1.2707, -1.3790], [1.3035, 0.4174, 1.5321], [1.6100, -0.4630, 0.6984], [-0.7313, 1.0033, -0.9818], [-1.5601, -0.2566, 0.0436], [-0.0103, -1.8564, -2.2498]],
  "e_tot_ev": -8764.478,
  "total_charge": 0,
  "de_lowest_kj_mol": 533.4,
  "max_force_ev_per_a": 1.0,
  "homo_energy_ev": [-8.6, -8.6],
  "homo_lumo_gap_ev": [7.9193, 7.9205]
}


# 5
{
  "formula": "C5H3NS3",
  "method": "the ωB97M-V functional and the def2-TZVPD basis",
  "species": ["C", "C", "C", "C", "C", "N", "S", "S", "S", "H", "H", "H"],
  "positions_angstrom": [[-2.9627, 0.4021, -0.0023], [-2.2857, -0.7553, -0.0443], [-0.2795, 1.3798, 0.0042], [-0.0357, 0.0228, -0.0072], [-1.4598, 2.0776, -0.0057], [-0.9360, -0.9670, -0.0349], [-2.0706, 3.5292, -0.0188], [-4.6218, -0.1685, 0.0384], [-3.5775, -1.9980, -0.0219], [0.6073, 2.0063, 0.0305], [0.9902, -0.3140, 0.0239], [-0.6179, -1.9280, -0.0472]],
  "e_tot_ev": -39225.380,
  "total_charge": 0,
  "de_lowest_kj_mol": 318.1,
  "max_force_ev_per_a": 3.4,
  "homo_energy_ev": -7.9,
  "homo_lumo_gap_ev": 7.4103
}


# 6
{
  "formula": "C5H3O3Ru",
  "method": "the ωB97M-V functional and the def2-TZVPD basis",
  "species": ["C", "C", "O", "C", "C", "O", "C", "O", "Ru", "H", "H", "H"],
  "positions_angstrom": [[0.5486, 0.5103, 0.8964], [1.7627, 0.8974, 1.0946], [2.8762, 1.2447, 1.2081], [-0.8350, 0.2945, 1.4032], [-0.2941, -0.6093, 0.3447], [-0.6689, -0.5544, -0.9666], [0.7534, -1.0453, -2.6279], [-0.0013, -0.4186, -3.2893], [-1.6097, 0.3510, -2.2563], [-0.9511, -0.0976, 2.4164], [-1.5787, 1.0462, 1.1245], [-0.0020, -1.6189, 0.6523]],
  "e_tot_ev": -13930.690,
  "spin_multiplicity": 6,
  "total_charge": 2,
  "max_force_ev_per_a": 7.0,
  "homo_energy_ev": [-19.3, -19.5],
  "homo_lumo_gap_ev": [9.7318, 7.3203]
}